(1)
CH2ClN | the ωB97M-V functional and the def2-TZVPD basis

As for the SMILES: C#N.Cl. As for the HOMO energy: -0.4460 Eh. As for the total charge: 0. The calculation puts the frontier orbital gap at 12.99 eV. Its energy above the lowest of the compared OMol25 structures with the same formula, charge and spin is 0.052 eV. As for the total energy: -15081.1802 eV. Its LUMO energy is 0.86 eV.

Last column: Löwdin charge in e.
Element x y z (Å)
C: -0.202 -0.380 1.286  -0.110
N: 0.780 -0.580 1.864  0.050
Cl: -0.343 0.840 -2.148  0.253
H: -1.082 -0.483 0.687  0.034
H: 0.846 0.604 -1.690  -0.228

***

(2)
CH2ClN2O2 | the ωB97M-V functional and the def2-TZVPD basis

As for the HOMO energy: -0.1630 Eh. As for the total charge: -1. The calculation puts the frontier orbital gap at 8.37 eV. Its energy above the lowest of the compared OMol25 structures with the same formula, charge and spin is 1.519 eV. As for the total energy: -20664.4070 eV. Its LUMO energy is 3.93 eV.

Last column: Löwdin charge in e.
Element x y z (Å)
C: -0.962 -0.023 -0.191  -0.729
N: 0.190 0.562 -0.587  -0.087
N: 1.296 0.283 0.038  -0.561
O: 1.352 -0.601 0.900  -0.094
O: 2.288 0.952 -0.266  -0.087
Cl: -1.119 -1.828 -0.370  0.392
H: -1.819 0.394 -0.710  0.022
H: -1.225 0.261 1.187  0.144

***

(3)
CH2ClNO | the ωB97M-V functional and the def2-TZVPD basis

As for the HOMO energy: -0.4055 Eh. As for the total charge: 0. The calculation puts the frontier orbital gap at 10.54 eV. Its energy above the lowest of the compared OMol25 structures with the same formula, charge and spin is 7.215 eV. As for the total energy: -17122.3726 eV. Its LUMO energy is -0.49 eV.

Last column: Löwdin charge in e.
Element x y z (Å)
C: 0.221 0.776 0.517  0.006
N: -1.102 0.308 1.064  -0.495
O: -0.138 -0.453 0.348  -0.135
Cl: -2.476 0.978 0.218  0.555
H: 1.513 -0.616 -1.147  0.018
H: 1.984 -0.994 -1.001  0.051

***

Q: Look up the energy above the lowest of the compared OMol25 structures with the same formula, charge and spin of the third one.
A: 7.215 eV

***

Q: What is the formula in the third record?
A: CH2ClNO